This record from the Open Molecules 2025 dataset describes 2 unconnected molecules or ions with the total composition C2HClF2O2. The level of theory is ωB97M-V/def2-TZVPD.

Each line ends with the Löwdin charge.
Atoms and positions in Å:
C -0.147 -0.293 0.809  -0.0901
C 0.978 0.044 0.003  -0.7168
O -0.837 -0.881 1.504  0.3007
O -1.476 0.980 -0.642  -0.2210
F 2.207 -0.249 0.506  -0.0179
F -2.557 0.209 -0.652  -0.1906
Cl 0.957 -0.913 -1.449  0.8089
H 0.875 1.102 -0.078  0.1267

Output
Energy above the lowest of the compared OMol25 structures with the same formula, charge and spin, kcal per mole: 168.2
HOMO (spin up / spin down), eV: -9.24 / -9.22
Largest force on an atom, eV/Å: 4.84
Calculated total energy, Eh: -886.958205


This record from the Open Molecules 2025 dataset describes a molecular structure, C27H70AlFN20O38PS. The level of theory is ωB97M-V/def2-TZVPD.

Each line ends with the Löwdin charge.
Atoms and positions in Å:
N 0.118 0.187 -2.293  -0.0882
C -0.118 -1.109 -1.559  -0.3523
Al 0.439 -1.021 0.440  0.1440
F 1.807 0.250 0.575  -0.3451
C 1.047 -2.906 0.935  -0.2186
C 1.346 -3.147 2.484  -0.2414
C 1.005 -2.191 3.650  -0.0413
C 1.337 -2.615 5.131  -0.0493
C 2.013 -3.993 5.466  -0.0866
C 2.402 -4.939 4.292  -0.0882
C 2.066 -4.506 2.847  -0.0601
P -1.463 -0.273 1.586  0.2446
S -3.118 -0.581 0.586  -0.0035
H -0.690 0.276 -2.948  0.0451
H 0.912 -0.015 -2.937  0.0201
H -1.234 -1.418 -1.529  0.0103
H 0.425 -2.020 -2.027  0.0482
H 2.054 -3.077 0.383  0.0335
H 0.337 -3.709 0.494  0.0858
H 0.516 -1.184 3.452  0.0455
H 1.068 -1.942 6.039  0.0558
H 2.241 -4.352 6.518  0.0611
H 2.928 -5.946 4.453  0.0830
H 2.358 -5.212 1.984  0.0985
H -1.315 1.170 1.695  -0.0765
H -1.605 -0.855 2.895  -0.0920
C -4.251 -1.741 -3.190  0.0429
N -2.980 -2.054 -3.894  -0.4381
O -2.750 -1.451 -4.935  0.0263
O -2.260 -2.890 -3.383  0.0662
H -4.789 -0.984 -3.758  0.0902
H -4.829 -2.663 -3.132  0.1002
H -4.000 -1.368 -2.196  0.0558
C -0.688 0.967 8.519  0.0217
N -0.333 -0.258 7.758  -0.4188
O -0.211 -1.298 8.389  0.0572
O -0.188 -0.136 6.551  0.0387
H -0.784 0.712 9.570  0.0734
H 0.116 1.691 8.368  0.0500
H -1.630 1.335 8.125  0.0816
C -1.715 4.503 -0.125  0.0346
N -2.082 4.375 1.309  -0.4328
O -2.380 3.264 1.711  0.0343
O -2.059 5.397 1.980  0.0394
H -1.780 3.523 -0.593  0.0916
H -2.419 5.196 -0.583  0.0862
H -0.696 4.886 -0.172  0.1045
C -3.846 -0.528 -8.222  0.0563
N -5.250 -0.628 -8.696  -0.4242
O -5.484 -0.248 -9.834  0.0273
O -6.069 -1.082 -7.914  0.0675
H -3.235 -0.109 -9.020  0.0588
H -3.838 0.123 -7.348  0.1084
H -3.512 -1.534 -7.968  0.1083
C 3.273 -2.929 -3.067  0.0320
N 2.921 -3.885 -1.986  -0.4286
O 2.068 -4.720 -2.230  0.0711
O 3.517 -3.762 -0.926  0.0216
H 2.670 -3.153 -3.945  0.0985
H 3.059 -1.925 -2.700  0.0917
H 4.333 -3.054 -3.285  0.0885
C -0.290 -0.520 -11.546  0.0481
N -0.627 -0.076 -10.168  -0.4328
O 0.043 -0.525 -9.254  0.0800
O -1.555 0.710 -10.054  0.0332
H 0.548 -1.212 -11.497  0.0952
H -1.172 -1.010 -11.959  0.0843
H -0.025 0.367 -12.121  0.1035
C -5.522 0.041 -12.940  0.0354
N -4.247 -0.275 -13.637  -0.4366
O -4.009 0.323 -14.674  0.0607
O -3.527 -1.114 -13.116  0.0407
H -6.056 0.799 -13.511  0.0964
H -6.102 -0.878 -12.882  0.1089
H -5.270 0.413 -11.948  0.0701
C 4.650 -2.014 2.222  0.0668
N 5.985 -2.398 2.752  -0.4109
O 6.785 -2.883 1.968  0.0635
O 6.186 -2.197 3.943  0.0245
H 4.614 -2.247 1.159  0.0922
H 3.901 -2.589 2.768  0.0763
H 4.526 -0.944 2.386  0.1115
C 4.706 0.933 -5.293  0.0472
N 3.675 -0.136 -5.249  -0.4196
O 2.696 0.058 -4.543  0.0679
O 3.887 -1.134 -5.926  0.0421
H 4.388 1.752 -4.649  0.0973
H 5.641 0.503 -4.937  0.1001
H 4.791 1.265 -6.327  0.1006
C -5.993 4.598 -1.319  0.0483
N -4.715 4.296 -2.016  -0.4369
O -4.487 4.894 -3.057  0.0558
O -3.987 3.470 -1.494  0.0520
H -6.537 5.346 -1.892  0.0928
H -6.561 3.670 -1.257  0.1044
H -5.745 4.976 -0.327  0.1016
C -7.440 2.266 -9.056  0.0377
N -8.235 2.347 -10.310  -0.4394
O -8.965 3.314 -10.450  0.0617
O -8.097 1.436 -11.110  0.0522
H -7.662 3.138 -8.443  0.0957
H -7.728 1.349 -8.542  0.0980
H -6.387 2.248 -9.335  0.0933
C 2.618 4.655 8.548  0.0384
N 1.576 3.598 8.603  -0.4164
O 0.603 3.803 9.313  0.0638
O 1.772 2.596 7.931  0.0602
H 2.315 5.481 9.189  0.0984
H 3.551 4.216 8.899  0.0947
H 2.700 4.981 7.514  0.0750
C 6.574 6.036 5.891  0.0463
N 5.442 5.383 6.597  -0.4232
O 5.698 4.415 7.292  0.0757
O 4.333 5.868 6.429  0.0485
H 7.492 5.503 6.131  0.0968
H 6.367 5.986 4.822  0.1045
H 6.626 7.068 6.236  0.1014
C 9.180 -1.994 3.938  0.0228
N 10.517 -2.376 4.467  -0.4466
O 11.315 -2.860 3.679  0.0548
O 10.719 -2.177 5.654  0.0467
H 9.143 -2.226 2.876  0.0845
H 8.434 -2.567 4.484  0.0803
H 9.056 -0.924 4.104  0.1038
C -4.200 -1.077 4.175  0.0142
N -5.334 -1.738 4.873  -0.4399
O -5.079 -2.707 5.567  0.0648
O -6.446 -1.257 4.699  0.0328
H -3.280 -1.606 4.420  0.0864
H -4.400 -1.125 3.103  0.0463
H -4.155 -0.046 4.524  0.0944
C -4.326 2.164 11.285  0.0460
N -3.143 1.723 10.501  -0.4095
O -3.044 2.141 9.356  0.0510
O -2.361 0.976 11.064  0.0678
H -4.933 2.821 10.665  0.0953
H -4.886 1.272 11.565  0.1026
H -3.959 2.693 12.164  0.1011
C -6.286 2.234 3.662  0.0439
N -7.079 2.300 2.406  -0.4424
O -7.819 3.264 2.258  0.0333
O -6.933 1.388 1.613  0.0663
H -6.517 3.108 4.268  0.0926
H -6.568 1.318 4.182  0.0826
H -5.232 2.224 3.385  0.0998
C 5.970 -3.775 -7.777  0.0403
N 6.232 -3.093 -6.484  -0.4429
O 6.729 -1.976 -6.530  0.0443
O 5.931 -3.701 -5.471  0.0586
H 6.284 -3.122 -8.589  0.0934
H 6.544 -4.701 -7.783  0.0992
H 4.900 -3.972 -7.833  0.1038
C 5.324 -2.452 7.376  0.0486
N 5.079 -3.700 8.145  -0.4383
O 5.563 -3.776 9.264  0.0514
O 4.409 -4.558 7.597  0.0468
H 5.931 -1.780 7.981  0.0929
H 5.848 -2.727 6.461  0.0827
H 4.355 -2.005 7.157  0.1013

Output
HOMO, eV: -4.76
Charge: -1
Largest force on an atom, eV/Å: 4.16
Calculated total energy, Eh: -6105.048058


This record from the Open Molecules 2025 dataset describes a molecular structure, C5H11NO2. The level of theory is ωB97M-V/def2-TZVPD.

Each line ends with the Löwdin charge.
Atoms and positions in Å:
C -0.612 0.197 0.273  -0.5870
C 0.277 1.479 -0.067  -0.0658
C 1.876 0.929 -0.110  -0.1812
C 2.017 -0.467 0.469  -0.2921
C 1.092 -1.443 -0.231  -0.1739
H -2.057 -1.420 -0.077  0.1505
H -3.589 0.054 -0.305  0.2235
H -0.739 0.008 1.328  0.1526
H -0.182 1.914 -0.976  0.1125
H 0.116 2.119 0.856  0.1078
H 2.477 1.008 -1.249  0.1593
H 2.484 1.865 0.607  0.1612
H 3.129 -1.019 0.815  0.1749
H 1.716 -0.600 1.633  0.1320
H 1.576 -1.730 -1.231  0.1376
H 0.721 -2.365 0.377  0.1453
N -2.648 -0.505 0.397  -0.0057
O -1.826 0.533 -0.181  -0.2215
O -0.052 -0.592 -0.640  -0.1301

Output
Energy above the lowest of the compared OMol25 structures with the same formula, charge and spin, kcal per mole: 196.5
HOMO, eV: -9.03
Largest force on an atom, eV/Å: 6.57
Calculated total energy, Eh: -402.064971